Formula: C37H44F8N5PS2SeTc
Source: OMol25
Level of theory: wB97M-V/def2-TZVPD

Element x y z (Å)
Tc1 1.03 0.34 -0.11
F1 6.80 1.05 -0.86
C1 6.59 0.66 0.41
F2 6.83 -0.66 0.46
F3 7.60 1.23 1.13
C2 5.26 1.06 0.96
C3 5.20 1.87 2.07
C4 3.97 2.25 2.59
C5 2.84 1.81 1.94
N1 2.88 1.04 0.86
C6 4.05 0.60 0.34
S1 3.96 -0.46 -0.98
H1 6.12 2.21 2.53
H2 3.88 2.89 3.47
H3 1.85 2.08 2.30
N2 -0.99 1.43 1.10
H4 -0.79 2.27 1.65
H5 -1.57 0.81 1.65
H6 -1.54 1.71 0.29
F4 -5.22 6.33 5.21
C7 -4.04 5.86 4.76
C8 -2.90 5.99 5.53
F5 -2.97 6.59 6.73
C9 -1.69 5.50 5.06
F6 -0.62 5.67 5.86
C10 -1.55 4.86 3.82
Se1 0.11 4.23 3.20
C11 -2.73 4.75 3.08
F7 -2.72 4.16 1.88
C12 -3.95 5.23 3.53
F8 -5.05 5.10 2.77
N3 -0.21 -4.31 5.34
C13 0.59 -4.50 4.20
S2 1.18 -6.07 3.92
C14 0.82 -3.39 3.37
C15 0.20 -2.12 3.59
C16 0.42 -1.08 2.72
N4 1.20 -1.15 1.63
C17 1.84 -2.33 1.44
C18 1.69 -3.43 2.24
H7 -0.13 -5.09 5.98
H8 -0.10 -3.42 5.79
H9 -0.48 -1.95 4.41
H10 -0.05 -0.12 2.90
H11 2.51 -2.37 0.58
H12 2.22 -4.34 2.03
C19 -2.84 -4.08 -1.75
C20 -1.80 -3.28 -0.96
C21 -0.73 -4.27 -0.45
C22 -2.44 -2.70 0.31
P1 -0.93 -1.86 -1.87
N5 -0.32 -0.88 -0.86
C23 -2.24 -0.93 -2.92
C24 -2.77 -1.59 -4.19
C25 -3.43 -0.60 -2.00
C26 -1.64 0.44 -3.29
C27 0.35 -2.60 -3.05
C28 0.79 -1.49 -4.02
C29 -0.09 -3.82 -3.87
C30 1.60 -2.96 -2.25
H13 -3.18 -4.91 -1.13
H14 -2.43 -4.51 -2.66
H15 -3.71 -3.49 -2.01
H16 -1.20 -4.96 0.26
H17 0.07 -3.75 0.08
H18 -0.30 -4.87 -1.25
H19 -2.65 -3.51 1.01
H20 -3.37 -2.17 0.11
H21 -1.74 -2.01 0.80
H22 -3.21 -2.57 -4.00
H23 -2.00 -1.70 -4.95
H24 -3.56 -0.96 -4.62
H25 -4.04 -1.48 -1.77
H26 -4.07 0.13 -2.49
H27 -3.08 -0.17 -1.06
H28 -0.99 0.40 -4.16
H29 -1.06 0.84 -2.45
H30 -2.45 1.14 -3.52
H31 0.05 -1.30 -4.80
H32 1.71 -1.81 -4.52
H33 1.01 -0.57 -3.48
H34 -0.99 -3.64 -4.45
H35 -0.26 -4.69 -3.23
H36 0.71 -4.08 -4.56
H37 1.93 -2.11 -1.64
H38 2.41 -3.19 -2.95
H39 1.47 -3.83 -1.60
C31 1.01 1.75 -1.12
C32 0.90 3.06 -1.70
C33 0.52 4.15 -0.92
C34 0.37 5.40 -1.49
C35 0.61 5.59 -2.85
C36 1.00 4.51 -3.63
C37 1.14 3.25 -3.07
H40 0.35 4.02 0.15
H41 0.08 6.24 -0.87
H42 0.50 6.57 -3.29
H43 1.19 4.65 -4.69
H44 1.44 2.40 -3.67

The value obtained for the largest force on an atom is 1.40 eV/A. As for the expectation value of S²: 0.9090. As for the spin multiplicity: 2. The value obtained for the frontier orbital gap (spin up / spin down) is 2.9859 / 3.2789 eV. The LUMO energy (spin up / spin down) comes out at 0.1101 / 0.1164 Ha. As for the net charge: -2.